Here is a molecular structure, H8LiO4 at a distorted geometry from OMol25. Energies are from ωB97M-V/def2-TZVPD.

E_tot in eV: -8520.7297
Max |F| in eV/Å: 5.30
Relative energy (zero: lowest compared OMol25 entry of this formula, charge and spin) in eV: 1.105
Net charge: +1

Last column: Mulliken charge in e.
Atoms and positions in Å:
Li1 0.126 0.368 -0.069  0.935
O1 -1.355 0.232 1.438  -0.645
H1 -1.815 -0.349 1.969  0.305
H2 -1.961 0.344 0.640  0.357
O2 0.480 -1.622 -0.565  -0.593
H3 0.083 -2.330 -0.116  0.313
H4 1.368 -1.601 -0.626  0.325
O3 1.726 0.899 0.960  -0.630
H5 2.422 1.486 1.104  0.279
H6 1.442 0.369 1.736  0.344
O4 -0.751 0.867 -1.789  -0.609
H7 -1.548 0.556 -2.091  0.294
H8 -0.218 0.783 -2.591  0.326